53
Properties=species:S:1:pos:R:3:lowdin_charge:R:1 method="wB97M-V/def2-TZVPD" charge=+1 e_lumo_ev=-3.41 mol_weight_da=639.3 total_energy_ha=-2943.28579
F -0.3839 -1.9428 23.0361 0.16
O -1.6115 -4.5439 29.9747 -0.30
O 1.0668 -2.3927 26.4660 -0.42
O 2.0197 -4.1634 28.9235 -0.07
S -1.5457 -3.7169 28.7815 0.54
S 0.9133 -2.8639 25.0737 0.54
F -1.4688 -1.6913 24.9007 0.16
H 3.0644 0.8713 29.9887 0.09
N 1.5345 -2.1784 33.0636 0.18
Y 1.6785 -1.7905 28.6086 1.61
H -0.5212 -3.9323 31.2075 0.06
H 1.6758 0.5922 30.5784 0.08
C 4.5701 -2.8113 26.5554 -0.59
H 5.1789 -3.7110 24.7995 0.11
C -2.9211 -2.5003 29.0708 -0.63
H 6.2487 -1.3947 31.7351 0.11
H -0.3530 0.3067 29.2162 0.09
C -0.2693 -1.6748 24.3292 -0.66
F -4.0681 -3.0705 28.7179 0.16
N 4.4092 -3.3325 25.3102 0.19
H 1.2539 -2.6109 33.9230 0.11
C 0.8514 -2.5171 31.9198 -0.57
H 6.1579 -1.8994 27.5957 0.09
O 2.6212 -0.1118 27.2066 -0.08
O 1.0150 -1.8836 30.8501 -0.12
H 0.0313 -4.1350 32.8426 0.12
F -2.7529 -1.3811 28.3401 0.12
H 2.7601 0.7907 27.5167 0.08
C 4.7371 -2.2816 30.6067 -0.59
O 2.3239 0.2554 29.9466 -0.08
N 0.0351 -3.5872 32.0016 0.22
F 0.2321 -0.4225 24.4537 0.10
O 0.2975 -4.1517 25.0214 -0.24
H 4.9266 -0.3740 31.3049 0.10
H -0.6869 -0.0772 27.7652 0.10
H 2.7905 -4.7062 29.1079 0.08
N 5.3731 -1.2678 31.2677 0.18
O -0.0226 -0.1943 28.4611 -0.07
H 3.4421 -3.4505 25.0121 0.05
N 5.9036 -2.5857 26.9138 0.16
H 2.9709 -0.1369 26.3055 0.10
O 3.6651 -2.5710 27.3387 -0.07
O 3.7119 -2.1248 29.9382 -0.07
O 2.1171 -2.6977 24.2939 -0.29
O -1.8341 -4.3499 27.5437 -0.22
H 5.0583 -4.3199 30.2597 0.11
F -2.9700 -2.1494 30.3658 0.13
H 6.3002 -3.5265 31.0749 0.11
N 5.3508 -3.4963 30.7482 0.19
H 1.2837 -4.7817 28.7971 0.09
H 2.0064 -1.2953 33.0648 0.10
O -0.3238 -2.8963 28.8085 -0.43
H 6.6454 -3.0190 26.4002 0.09

***

42
Properties=species:S:1:pos:R:3:lowdin_charge:R:1 method="wB97M-V/def2-TZVPD" charge=+2 e_lumo_ev=-12.41 de_lowest_kcal_mol=292.4 mol_weight_da=523.7 total_energy_ha=-1397.65744
O 9.7249 -1.9242 -10.0386 0.07
C 13.0455 -2.6924 -11.6724 -0.64
O 15.3055 -3.9114 -9.1836 0.02
C 13.0940 -6.2383 -7.5244 -0.59
C 14.8549 -3.0210 -8.5288 -0.71
H 12.0360 -2.1491 -9.5865 0.03
H 13.8565 -3.6042 -10.1141 0.06
N 13.4610 -5.3096 -10.1051 0.17
O 11.4339 -5.9380 -10.7520 -0.02
H 13.3628 -2.1210 -7.4695 0.13
N 11.9642 -2.8954 -10.9241 0.24
H 12.3153 -0.5143 -9.0710 0.15
N 13.6823 -2.9748 -7.9042 0.21
Tl 10.3294 -5.3746 -8.9144 1.27
H 15.2505 -1.2706 -7.4987 0.12
C 12.6131 -5.9216 -10.8986 -0.61
H 14.1610 -4.9095 -8.6686 0.02
N 13.3167 -6.6932 -11.7302 0.26
N 13.9848 -3.2337 -11.0449 0.21
H 8.9369 0.1777 -8.8702 0.14
H 14.8227 -3.2973 -11.6052 0.18
C 10.3657 -1.1574 -9.3961 -0.72
H 14.3043 -7.3376 -6.4626 0.15
H 14.3111 -6.6640 -11.9041 0.15
H 13.0497 -4.6281 -9.4833 -0.17
N 14.1416 -5.5264 -7.8691 0.21
O 13.1357 -2.1824 -12.7526 0.27
N 9.8831 -0.1352 -8.7060 0.22
N 13.3362 -7.1472 -6.6785 0.25
H 10.4409 0.5095 -8.1645 0.13
H 12.9527 -3.5137 -8.3485 -0.11
H 12.8381 -7.3744 -12.3020 0.15
N 15.6123 -2.0664 -8.0044 0.21
H 14.4539 -5.4816 -10.0371 0.15
H 11.0886 -2.5501 -11.2904 0.15
F 12.2454 -4.0393 -9.0594 -0.20
O 11.9413 -6.2012 -8.0557 -0.20
N 11.6695 -1.2367 -9.3560 0.23
H 16.3024 -1.7831 -8.6854 0.13
H 11.9724 -3.5088 -10.1218 -0.06
H 14.9840 -5.7452 -7.3566 0.17
H 12.5698 -7.7926 -6.5513 0.16

***

53
Properties=species:S:1:pos:R:3:lowdin_charge:R:1 method="wB97M-V/def2-TZVPD" charge=+1 e_lumo_ev=-8.05 de_lowest_kcal_mol=101.5 mol_weight_da=664.8 total_energy_ha=-2015.10027
O 3.5838 -0.2965 -2.7870 0.09
C -0.2448 -4.1199 -2.3161 -0.80
N 1.0438 -3.7853 -2.2817 0.16
N -1.5434 4.0426 1.4288 0.24
H -2.9105 1.1801 -2.2368 0.08
O 1.1822 3.6032 -0.6696 -0.16
H -2.0047 -3.3061 -1.8977 0.12
O 0.8070 0.3111 2.4691 -0.09
H 1.2644 -2.2441 0.6736 0.12
H -1.5126 -1.7393 2.9728 0.14
N 2.2334 -2.4838 0.5199 0.24
O -0.5779 4.5367 -1.3482 0.07
C 3.0971 -1.5621 0.7453 -0.72
O 5.1307 0.6751 -1.8261 0.04
C -0.7462 3.1448 2.1267 -0.60
H 4.4475 -2.9112 0.5320 0.15
O -5.7914 0.1360 -2.2558 0.06
N 3.9346 0.5770 -2.0234 -0.63
H 2.5087 -3.4335 0.3139 0.14
O 0.3715 2.8028 1.7210 -0.14
O 3.1072 1.1758 -1.3760 -0.14
H 1.2972 -2.9843 -1.7212 0.07
C -0.0105 -0.4569 3.0232 -0.72
O -1.0278 0.5999 -1.6616 0.14
O 1.1804 5.7070 -1.2300 0.05
O -0.4872 -0.9494 -0.4978 -0.04
H -1.2386 4.4579 0.5600 0.09
H -0.6659 -2.2695 -1.5477 0.04
O 0.5922 0.8303 -0.3599 -0.09
H -0.7538 -1.0230 4.8178 0.12
H 0.8358 -0.3400 4.7701 0.12
H -4.4097 2.1509 -2.3126 0.14
N -1.0087 -3.1409 -1.9261 0.17
O 2.8179 -0.3797 0.9185 -0.11
N 0.0874 -0.8243 4.2953 0.18
H -2.4724 4.1348 1.8141 0.12
N -0.3464 0.2318 -0.8106 -0.57
N 4.2840 -1.9146 0.5192 0.24
H 1.7624 -4.3659 -2.6900 0.12
N -3.9159 1.2709 -2.2701 0.18
H 5.0456 -1.2534 0.5715 0.15
H -0.6168 2.1704 3.8399 0.13
O -0.6974 -5.1321 -2.7390 0.07
N 0.5871 4.6111 -1.0971 -0.58
N -3.8067 -0.7470 -1.9171 0.14
H -4.0749 -1.7201 -1.9508 0.11
H -2.1622 2.9427 3.4610 0.14
N -0.9336 -1.1111 2.4341 0.22
C -4.5963 0.2297 -2.3487 -0.81
H -2.8054 -0.6363 -1.8446 0.05
H -0.9735 -1.0050 1.4305 0.09
Hf 2.3746 1.9846 0.7939 2.43
N -1.2412 2.6279 3.1911 0.23

***

33
Properties=species:S:1:pos:R:3:lowdin_charge:R:1 method="wB97M-V/def2-TZVPD" charge=0 e_lumo_ev=0.14 mol_weight_da=392.8 total_energy_ha=-882.45007
H 3.3031 -0.1215 -0.7626 0.09
C -2.7936 -0.6279 -0.8296 -0.51
H 3.5305 0.7982 1.7047 0.04
H 0.5725 -3.0442 0.0726 0.07
O -1.2555 1.7135 1.3483 -0.09
H -3.2278 -2.7215 -1.0928 0.06
O -1.4853 -0.7505 -1.2729 -0.36
H 0.5774 0.7317 -2.8445 0.12
O 0.9087 -2.2432 0.4929 -0.09
H 3.1658 -0.5747 2.7037 0.05
O 2.3862 0.0846 -0.9677 -0.12
H -0.6222 -1.1720 2.9406 0.06
O -1.2132 -1.1314 2.1755 -0.10
C 2.4320 1.1880 -1.8702 -0.23
O 0.3624 1.9252 -1.0525 -0.14
H -2.8534 -0.5511 0.2701 0.06
H -3.8301 -1.7712 -2.4135 0.06
H -1.7571 -1.9245 2.2357 0.06
Hg 0.0952 -0.0467 0.3814 1.19
H -0.4815 2.3583 -1.2179 0.09
H -2.1845 1.9648 1.2999 0.07
H -0.8284 2.4178 1.8520 0.07
C 2.8485 0.4561 2.5058 -0.34
H 3.0164 0.9698 -2.7661 0.12
H 1.2882 -2.5372 1.3299 0.06
H 2.8204 2.0196 -1.2769 0.13
H -4.6118 -1.6758 -0.7451 0.06
C -3.6949 -1.7636 -1.3335 -0.10
H 3.1652 1.1522 3.2917 0.05
H 1.0538 2.4166 -2.9559 0.12
H -3.1992 0.3631 -1.1097 0.09
C 1.0193 1.5579 -2.2827 -0.21
O 1.4927 0.5393 2.1896 -0.44

***

41
Properties=species:S:1:pos:R:3:lowdin_charge:R:1 method="wB97M-V/def2-TZVPD" charge=+2 e_lumo_ev=-6.41 de_lowest_kcal_mol=21.0 mol_weight_da=507.5 total_energy_ha=-1318.88350
H -22.0423 11.3852 1.2696 0.12
H -22.6177 10.2342 2.3390 0.12
H -17.4661 9.9739 9.1903 0.13
O -18.2670 8.4192 7.3923 -0.17
N -21.8138 10.5993 1.8515 0.18
H -18.7288 10.8823 2.0765 0.12
N -18.6266 7.0299 9.0970 0.18
H -19.1480 6.4633 8.4550 0.10
O -20.3303 9.5040 3.2306 -0.17
N -19.0748 3.7151 5.7666 0.18
H -21.3028 4.0202 1.4976 0.12
H -20.1387 12.3775 5.0771 0.12
H -19.0228 2.7140 5.7752 0.12
N -21.9499 10.9122 7.2318 0.20
N -20.8911 4.9272 1.6310 0.19
H -16.4192 4.5146 4.2941 0.13
N -20.9541 12.2594 5.6516 0.20
H -19.8947 12.0236 1.3592 0.12
O -18.1800 5.8368 5.6029 -0.16
C -21.0155 11.0744 6.2834 -0.64
C -18.1210 4.6092 5.4400 -0.63
H -22.4306 4.1098 3.3328 0.11
O -20.1654 10.2004 6.0247 -0.18
H -21.9260 5.0913 4.6321 0.10
H -22.6069 11.6720 7.2974 0.12
Pb -19.3491 8.0195 5.0996 1.79
N -19.6654 11.1994 1.8797 0.18
H -17.7574 8.8260 10.5015 0.12
H -17.0732 2.9834 4.9164 0.11
H -22.1121 10.0252 7.6689 0.12
C -18.1793 8.1998 8.6303 -0.64
N -21.8233 4.8354 3.6680 0.17
H -21.7543 12.8665 5.6629 0.12
O -20.1616 6.3502 3.2543 -0.14
C -20.8760 5.4136 2.8770 -0.64
H -19.8005 4.0991 6.3558 0.11
H -18.5926 6.8016 10.0754 0.12
H -20.2799 5.2596 0.9050 0.13
N -17.7027 9.0551 9.5261 0.21
N -17.0784 3.9799 4.8328 0.19
C -20.5886 10.3303 2.3299 -0.64

***

32
Properties=species:S:1:pos:R:3:lowdin_spin:R:1 method="wB97M-V/def2-TZVPD" charge=0 e_lumo_ev="0.21 / 0.19" spin_multiplicity=2 de_lowest_kcal_mol=18.0 mol_weight_da=206.3 total_energy_ha=-1031.54951
H -2.1350 -0.8342 0.8487 0.00
O 0.8616 3.2725 -1.8410 0.00
H 1.2108 3.6264 -2.6630 0.00
O 1.6205 -1.4842 -2.5544 0.01
H 1.1865 1.5782 -1.2369 0.00
O 3.1465 0.3378 1.3035 0.01
H -1.0255 -0.6943 -1.4029 0.00
H 0.1333 -1.5576 1.4722 0.03
H -3.1633 -0.0880 -0.3594 0.00
O -1.0603 -2.9122 -0.2114 0.02
H -3.3338 0.0732 2.9362 0.00
H -1.0931 1.0457 -1.3574 0.01
H 3.5988 1.0030 1.8392 0.00
O 1.5320 -1.9409 -0.0303 0.27
C -1.0185 0.1379 -0.6973 0.03
C -2.2238 0.0486 0.2078 0.01
H 2.2767 0.7067 -0.3395 0.00
C 0.6586 -1.2263 0.5728 0.49
H -1.7051 0.5270 3.3206 0.00
H -1.9172 -3.2261 -0.5431 0.00
H -3.0364 1.7228 3.5104 0.00
C -2.6362 0.9129 2.8947 0.00
H -0.5563 -3.7380 -0.2319 0.00
H 1.5072 -2.0439 -1.7508 0.01
H 2.3173 -1.8646 -3.0936 0.00
H 3.6796 -0.4615 1.3533 0.00
N 1.3989 0.6440 -0.8592 0.01
H 0.2215 0.8804 0.8787 0.01
C 0.3093 0.1558 0.0506 0.07
H 0.1220 3.8291 -1.5757 0.00
S -2.4207 1.5650 1.2223 0.01
H 1.5445 0.0048 -1.6633 0.00